(1)
Below is a molecular structure, C34H34As2O6PbS2 in a non-equilibrium geometry, with properties calculated with ωB97M-V/def2-TZVPD.

Each line ends with the Mulliken charge.
CARTESIAN COORDINATES (ANGSTROEM)
Pb 1.34350 0.99887 -0.26422  2.080
C 0.48497 0.28396 3.07070  0.793
C 1.44679 -0.79588 2.85137  1.223
C 2.53330 -0.33955 2.16023  -0.170
C 2.31950 1.04940 1.87218  2.232
C 0.97215 1.40917 2.50115  -0.063
C 0.47306 2.81187 2.59915  -1.643
C 3.41126 2.06846 1.80053  -1.580
C 3.68814 -1.16808 1.69092  -1.936
C 1.23307 -2.20882 3.25360  -1.906
C -0.81795 0.10239 3.78019  -1.755
H -0.57998 2.83420 2.87349  0.433
H 0.58422 3.37040 1.66480  0.211
H 1.03117 3.35847 3.36540  0.309
H 3.70161 2.31297 2.82739  0.426
H 3.10693 2.99160 1.30577  0.292
H 4.27735 1.67784 1.27047  0.412
H 4.28133 -1.54239 2.52886  0.462
H 4.34544 -0.59632 1.03682  0.311
H 3.33355 -2.03080 1.12205  0.256
H 0.57794 -2.29423 4.12117  0.425
H 2.17556 -2.70799 3.47773  0.396
H 0.76466 -2.74747 2.42089  0.212
H -0.66822 -0.10575 4.84250  0.492
H -1.36992 -0.74297 3.36369  0.240
H -1.44927 0.98643 3.69686  0.225
S 0.75764 2.87512 -1.84074  -0.426
C -0.93623 2.72895 -2.37684  0.731
C -1.24836 3.57433 -3.44770  -0.852
C -2.53409 3.64764 -3.94601  -0.627
C -3.54864 2.87924 -3.38684  -0.934
C -3.24865 2.03346 -2.33740  -0.380
C -1.95108 1.93510 -1.83093  -0.131
As -1.61405 0.75275 -0.34099  1.540
C -2.45088 -0.91447 -0.84379  0.279
C -2.41644 -1.95419 0.08318  -0.149
C -2.91055 -3.20395 -0.25121  -0.699
C -3.42295 -3.42746 -1.52180  -0.644
C -3.42709 -2.40449 -2.45634  -0.737
C -2.93319 -1.15142 -2.12411  -0.937
C -2.85366 1.53675 0.94149  0.593
C -3.92047 0.85887 1.51716  -0.288
C -4.72509 1.49957 2.45241  -0.601
C -4.47143 2.81385 2.81314  -0.578
C -3.41530 3.49975 2.22651  -0.584
C -2.60980 2.86234 1.29648  -1.139
H -0.46214 4.17992 -3.88030  0.478
H -2.74761 4.31309 -4.77261  0.394
H -4.56006 2.93996 -3.76568  0.405
H -4.03399 1.43380 -1.89139  0.511
H -1.97406 -1.79460 1.06021  0.368
H -2.87943 -4.00718 0.47371  0.433
H -3.79809 -4.40673 -1.78921  0.385
H -3.79595 -2.58433 -3.45763  0.401
H -2.90862 -0.37089 -2.87310  0.513
H -4.14308 -0.15903 1.22972  0.359
H -5.55778 0.96742 2.89435  0.443
H -5.10029 3.30784 3.54225  0.388
H -3.22226 4.53155 2.49109  0.433
H -1.79066 3.40376 0.83341  0.556
O 2.94160 0.48052 -3.81616  -0.672
As 3.93942 0.02673 -2.45476  0.805
O 5.50143 0.33757 -2.76128  -0.772
O 3.33723 0.80055 -1.05453  -0.433
C 3.68958 -1.88502 -2.18951  -0.405
C 4.85983 -2.60658 -2.39324  -0.591
C 4.87736 -3.98797 -2.26337  -0.599
C 3.71577 -4.66771 -1.93997  -0.642
C 2.53770 -3.96605 -1.73482  -0.791
C 2.52305 -2.58047 -1.84948  0.245
S 0.96110 -1.82297 -1.45269  1.520
O -0.05433 -2.75216 -1.84508  -0.614
O 1.00484 -1.49198 -0.01148  -0.383
O 0.90830 -0.50414 -2.15263  -0.908
H 2.01807 0.26355 -3.61018  0.462
H 5.75618 -2.05859 -2.65784  0.570
H 5.79932 -4.53172 -2.42367  0.397
H 3.72051 -5.74612 -1.84922  0.403
H 1.61717 -4.47952 -1.49425  0.526

energy relative to the best compared isomer or geometry (same formula, charge and spin) = 124.19 kJ/mol
energy = -196689.62248 eV
LUMO level = -1.84 eV
HOMO = -8.2670 eV
charge = 0


(2)
Below is 2 unconnected molecules or ions with the total composition C5H5N2P in a non-equilibrium geometry, with properties calculated with ωB97M-V/def2-TZVPD.

Each line ends with the natural charge from an NBO analysis.
CARTESIAN COORDINATES (ANGSTROEM)
C -0.53758 1.60170 -0.26068  -0.244
C 0.68138 0.97903 -0.54571  -0.568
C 1.90864 -1.72899 2.04955  0.072
C -0.79096 -1.14933 -0.90295  -0.309
C -1.71959 0.89856 -0.22578  0.029
N 2.54045 -2.31228 1.29236  -0.298
N -1.83492 -0.35380 -0.56167  -0.424
P 0.93578 -0.69518 -0.95073  0.654
H -0.48336 2.70544 -0.12915  0.220
H 1.55150 1.65330 -0.71250  0.230
H 1.49558 -0.99103 2.67995  0.232
H -1.09742 -2.10507 -1.43241  0.212
H -2.64951 1.49766 -0.30028  0.193

energy relative to the best compared isomer or geometry (same formula, charge and spin) = 85.37 kJ/mol
energy = -17532.56146 eV
LUMO level = 0.06 eV
HOMO = -9.2296 eV
SMILES string = c1cncpc1.C#N
charge = 0


(3)
Below is 3 unconnected molecules or ions with the total composition C40H30BrClN3O6S in a non-equilibrium geometry, with properties calculated with ωB97M-V/def2-TZVPD.

Each line ends with the Mulliken charge.
CARTESIAN COORDINATES (ANGSTROEM)
C 1.57083 7.62005 -2.73597  -1.114
C 1.27800 6.04642 -2.70167  -0.215
C 0.22521 5.60404 -3.77594  -0.441
Br -1.48066 6.44686 -3.16827  -0.004
C 0.12329 4.11053 -4.10441  0.484
N 1.10078 3.10078 -4.14474  -0.077
S 2.79318 3.23343 -3.82133  1.101
C 3.46315 4.55491 -4.89565  -0.804
O 3.41729 1.99500 -4.28842  -0.686
O 3.13466 3.37657 -2.41645  -0.583
C 0.66335 1.82873 -4.52426  -0.361
C -0.74148 2.00889 -4.78109  0.162
Cl -1.91997 0.83195 -5.33340  -0.076
N -0.97104 3.37617 -4.52402  0.618
C -2.34092 3.81626 -4.76874  -0.781
C -2.62473 4.72930 -5.87301  0.025
C -4.03394 5.07995 -5.92818  -0.575
C -4.95433 4.49794 -4.98322  -0.181
N -4.73435 3.63948 -3.94213  -0.515
C -3.40068 3.37599 -3.90596  -0.041
H 0.74946 8.20734 -3.20819  0.327
H 1.89982 8.00488 -1.73996  0.347
H 2.45885 7.73050 -3.42848  0.279
H 0.83440 5.85432 -1.68715  0.400
H 2.27728 5.56381 -2.74543  0.082
H 0.47076 6.15312 -4.73229  0.456
H 2.72617 4.67383 -5.74027  0.327
H 4.42833 4.24249 -5.37846  0.428
H 3.55711 5.54811 -4.39862  0.245
H 1.20261 0.87066 -4.64581  0.571
H -1.84136 5.12043 -6.55424  0.431
H -4.40169 5.79417 -6.69723  0.364
H -6.02985 4.79735 -5.10452  0.350
H -3.08812 2.70226 -3.06023  0.455
C -4.16697 -2.55308 1.26546  -0.661
C -3.89975 -2.60149 -0.09977  -0.501
C -2.74830 -2.01478 -0.60445  -0.661
C -1.86448 -1.36640 0.25291  0.308
C -2.14513 -1.29713 1.61893  0.403
C -3.29267 -1.90207 2.12342  -0.544
C -1.23845 -0.56792 2.53851  0.273
O -1.48043 -0.51095 3.73022  -0.712
C -0.03587 0.09713 1.98071  0.659
C 0.79500 0.83307 2.82123  -0.601
C 1.92970 1.44788 2.31128  -0.667
C 2.24448 1.32263 0.96095  -0.562
C 1.41655 0.59480 0.11875  -0.789
C 0.26943 -0.01193 0.62352  0.341
C -0.62738 -0.75833 -0.29340  0.528
O -0.35344 -0.86365 -1.47585  -0.739
H -5.06207 -3.01983 1.65938  0.426
H -4.59008 -3.09991 -0.77014  0.417
H -2.54176 -2.05989 -1.66708  0.503
H -3.50758 -1.86249 3.18470  0.506
H 0.55665 0.93121 3.87374  0.498
H 2.57219 2.02431 2.96655  0.413
H 3.13499 1.79709 0.56486  0.472
H 1.66346 0.50362 -0.93245  0.621
C -0.24099 -2.35802 5.34133  -0.291
C 0.13337 -2.66772 6.64757  -0.882
C 0.73442 -3.88635 6.92942  -0.601
C 0.95347 -4.80675 5.90811  0.238
C 0.55662 -4.50634 4.60412  -0.370
C -0.03003 -3.27592 4.32353  -0.045
C 0.73805 -5.49571 3.51261  0.428
O 0.39534 -5.23188 2.37468  -0.718
C 1.33653 -6.81484 3.83512  0.169
C 1.46162 -7.77572 2.83546  -0.480
C 2.03179 -9.00707 3.12391  -0.496
C 2.48815 -9.28100 4.41039  -0.463
C 2.36077 -8.32896 5.41112  -0.563
C 1.77636 -7.09747 5.12934  0.130
C 1.61314 -6.09985 6.21651  0.640
O 2.00778 -6.33980 7.34107  -0.669
H -0.70178 -1.40296 5.11918  0.840
H -0.04281 -1.95555 7.44547  0.412
H 1.02854 -4.12081 7.94567  0.478
H -0.32717 -3.03471 3.30929  0.599
H 1.11100 -7.56653 1.83181  0.455
H 2.12345 -9.75547 2.34533  0.394
H 2.93989 -10.24073 4.63276  0.397
H 2.71295 -8.54820 6.41201  0.469

energy relative to the best compared isomer or geometry (same formula, charge and spin) = 191.10 kJ/mol
energy = -152113.21001 eV
LUMO level = -4.07 eV
HOMO = -10.6774 eV
charge = +1


We obtain frontier orbital gap values of 6.42; 9.29; 6.61 eV for the records listed above, in that order.